8
Properties=species:S:1:pos:R:3 method="wB97M-V/def2-TZVPD" homo_lumo_gap_ha="0.281 / 0.281" relative_energy_kcal_mol=160.5 total_charge=-1
H -1.84 0.56 -0.52
O 0.77 -0.45 1.18
C 1.30 -0.46 -0.03
N -1.23 -0.26 -0.35
O 2.15 -1.00 -0.62
C 0.08 0.19 -0.06
H -1.43 -0.84 0.45
O 0.19 2.25 -0.04


19
Properties=species:S:1:pos:R:3 method="wB97M-V/def2-TZVPD" homo_lumo_gap_ha=0.327 relative_energy_kcal_mol=150.0
O -0.50 -1.08 0.53
C -0.73 1.65 -1.43
C 2.33 0.45 0.12
C 0.51 1.14 -1.38
N 0.20 -2.17 1.11
H -2.06 1.18 1.86
H -0.92 -4.46 -0.35
C 1.04 0.60 -0.14
H 0.49 0.01 1.91
N 0.00 -3.27 0.76
H 3.05 0.75 -0.60
H -2.42 2.40 -0.41
O -0.95 -3.51 -0.24
C -1.26 1.10 0.94
H 1.22 1.11 -2.17
C -0.02 0.13 0.89
H 2.74 0.01 1.11
C -1.56 1.82 -0.16
H -1.16 2.14 -2.35


21
Properties=species:S:1:pos:R:3 method="wB97M-V/def2-TZVPD" homo_lumo_gap_ha=0.202 relative_energy_kcal_mol=220.0
H -5.51 -0.77 -0.42
H -1.56 1.59 -1.08
C -3.28 -0.43 -0.06
H -1.89 1.84 0.65
H -1.31 -0.92 -0.63
N 1.07 -0.91 1.53
N 3.47 0.04 -0.88
C -1.82 -0.26 0.09
C 2.48 -0.38 -0.16
C 0.96 -1.70 0.53
C 0.18 1.42 0.22
H 4.01 0.79 -0.49
O 1.72 -1.40 -0.58
N 1.86 0.13 0.96
H 0.30 -2.53 0.40
H -1.55 -0.63 1.09
H 1.78 2.21 0.46
H 3.49 0.01 -1.90
C -4.47 -0.60 -0.27
C -1.26 1.25 -0.06
C 1.30 1.26 0.62


17
Properties=species:S:1:pos:R:3 method="wB97M-V/def2-TZVPD" smiles=CC(C)NCO homo_lumo_gap_ha=0.383 relative_energy_kcal_mol=38.6
C 0.62 0.44 -0.54
H 0.87 2.22 0.48
H -1.20 -0.17 -1.29
H 0.76 -1.35 -1.77
H -1.54 -1.64 0.23
H 0.42 1.02 1.60
H -2.74 0.48 0.23
H 1.31 -1.52 0.01
H 2.12 1.10 0.92
C -1.42 -0.61 0.66
H 2.30 -0.90 -1.10
H -0.76 -0.63 1.52
N -0.90 0.26 -0.41
O -2.74 -0.09 1.02
H 0.62 1.14 -1.40
C 1.04 1.15 0.72
C 1.23 -0.89 -0.89


30
Properties=species:S:1:pos:R:3 method="wB97M-V/def2-TZVPD" spin_multiplicity=5 homo_lumo_gap_ha="0.102 / 0.209" relative_energy_kcal_mol=19.1
H 0.68 3.71 -2.47
H 0.25 -1.84 0.10
C -1.49 -0.17 2.48
C 0.94 -0.60 -2.73
P -0.72 3.60 -2.16
C 1.43 -1.87 -2.30
H 4.04 0.13 -1.56
Co -1.39 1.41 -1.42
H 0.17 -3.57 1.96
C 3.09 -0.31 -1.87
C -1.58 -1.09 3.51
H -2.32 1.66 3.22
H -0.01 -0.41 -3.25
C -0.89 -0.43 1.25
C -0.26 -1.66 1.05
H -1.03 -3.13 4.08
N -1.86 1.19 2.46
C 2.00 0.38 -2.48
H -2.08 -0.81 4.44
C -0.31 -2.61 2.09
H -1.57 2.75 1.02
N -1.01 0.75 0.47
H 3.17 -2.37 -1.01
C -0.99 -2.35 3.31
H 0.90 -2.83 -2.36
H 1.93 1.44 -2.74
H -0.90 4.80 -1.41
H -1.29 4.10 -3.38
C 2.62 -1.61 -1.57
C -1.52 1.71 1.27


37
Properties=species:S:1:pos:R:3 method="wB97M-V/def2-TZVPD" homo_lumo_gap_ha="0.150 / 0.141" relative_energy_kcal_mol=0.0 total_charge=+2
C -3.90 -0.96 -1.01
C 3.70 -0.09 2.20
C 4.98 -0.47 1.98
H 1.06 0.18 2.48
C -4.95 -1.05 1.56
F -0.30 4.31 -2.86
C 2.72 -0.24 1.16
H -6.86 -1.39 0.59
H -2.51 -0.78 -2.29
C 3.13 -0.82 -0.10
C -3.03 -0.78 0.13
F 2.12 3.06 -3.39
C -3.59 -0.83 1.40
N -0.83 -0.29 0.98
C -1.61 -0.53 -0.04
O 2.26 -1.02 -1.08
O -1.08 -0.53 -1.26
H 4.73 -1.68 -1.22
F 1.98 4.50 -1.04
H 5.73 -0.34 2.75
H -5.91 -1.30 -1.71
C 5.35 -1.04 0.74
C 4.45 -1.23 -0.28
H -2.95 -0.70 2.26
H 6.38 -1.35 0.59
F 0.10 1.53 -2.62
O -3.48 -0.93 -2.24
C -5.80 -1.22 0.44
N 0.41 -0.08 0.53
Tc 0.78 0.09 -1.34
F 2.00 1.70 -1.14
Sb 0.96 3.30 -1.98
C -5.29 -1.18 -0.83
H -5.37 -1.09 2.55
H 3.39 0.33 3.14
C 1.39 0.00 1.46
F -0.15 2.91 -0.52


11
Properties=species:S:1:pos:R:3 method="wB97M-V/def2-TZVPD" homo_lumo_gap_ha=0.356 relative_energy_kcal_mol=110.9
H 2.40 1.07 1.15
H 0.21 -1.04 -1.58
O 0.72 1.51 0.07
H -1.28 -1.50 0.85
C -0.39 -0.49 -0.87
H -2.52 -0.96 -0.35
C -0.28 0.64 -0.17
N 1.77 0.58 0.53
H 2.27 0.43 -0.34
C -1.53 -0.79 0.06
O -1.37 0.55 0.65


38
Properties=species:S:1:pos:R:3 method="wB97M-V/def2-TZVPD" homo_lumo_gap_ha=0.251 total_charge=-1
C -3.19 1.96 1.29
H -2.57 0.60 -2.21
C -0.16 -2.04 -0.29
C -1.68 -3.83 -0.91
H -2.66 -4.30 -0.81
C -0.70 -4.39 -1.71
C -1.89 1.86 -0.65
H -3.25 2.36 2.29
H -0.97 2.17 -1.11
H -0.92 -5.30 -2.26
H 1.77 -2.14 -1.16
C 2.69 1.37 0.81
N 1.31 -0.27 0.28
S 3.25 2.84 1.62
C -3.94 0.61 -0.55
H 5.73 1.29 1.12
C 0.12 -0.79 0.49
S 3.89 0.59 -0.27
O -2.39 -2.17 0.60
C 0.80 -2.63 -1.10
C 5.25 1.69 0.23
C -1.43 -2.67 -0.18
H 5.37 3.73 1.01
C 0.55 -3.79 -1.81
H -4.96 0.80 1.34
H 4.32 3.53 -0.42
N 1.54 0.90 0.98
N -2.11 2.38 0.58
H 1.32 -4.24 -2.43
H -4.65 -0.07 -0.99
H 5.97 1.72 -0.59
C -4.11 1.10 0.74
C 4.66 3.06 0.51
Hg -0.10 1.58 3.44
O -0.79 -0.35 1.26
O -1.29 3.21 1.08
H -1.95 -1.36 1.04
C -2.79 0.99 -1.23